(1)
Here is 2 unconnected molecules or ions with the total composition C4H5NO from the OMol25 dataset. Energies are from the ωB97M-V functional and the def2-TZVPD basis.

Results
- energy above the lowest of the compared OMol25 structures with the same formula, charge and spin (kcal/mol) = 108.40
- max |F| (eV Å⁻¹) = 1.17
- E_HOMO (eV) = -8.013
- lowest unoccupied orbital energy (eV) = 0.4
- total energy (hartree) = -285.24185
- gap between HOMO and LUMO (eV) = 8.38
- total charge = 0

Element x y z (Å)
1 O -2.095 -0.062 1.347
2 C -0.969 -0.254 1.195
3 N -0.730 0.744 -0.908
4 C 0.136 0.733 -1.838
5 C 1.358 -0.776 0.598
6 C 0.304 -0.732 1.498
7 H -1.493 1.397 -1.085
8 H 0.985 0.075 -1.692
9 H 0.080 1.352 -2.738
10 H 2.177 -1.325 1.108
11 H 0.247 -1.151 2.515

***

(2)
Here is 2 unconnected molecules or ions with the total composition C6H3NO8PS from the OMol25 dataset. Energies are from the ωB97M-V functional and the def2-TZVPD basis.

Results
- max |F| (eV Å⁻¹) = 1.34
- E_HOMO (eV) = -4.675
- lowest unoccupied orbital energy (eV) = 1.4
- total energy (hartree) = -1626.80245
- gap between HOMO and LUMO (eV) = 6.07
- total charge = -1

Element x y z (Å)
1 O 3.525 -0.889 1.053
2 C 2.376 -1.190 1.057
3 O 1.919 -2.377 1.597
4 C 0.605 -2.578 1.152
5 O 0.090 -3.647 1.240
6 C 0.118 -1.315 0.554
7 P -1.522 -0.775 -0.081
8 O -1.884 0.246 1.146
9 O -2.448 -2.067 0.320
10 C 1.185 -0.487 0.502
11 N 1.149 0.790 0.002
12 C 1.974 1.683 0.140
13 S 2.915 2.896 0.304
14 H -1.075 0.571 1.563
15 H -2.785 -2.409 -0.523
16 C -0.813 2.122 -2.096
17 O -0.291 3.035 -1.407
18 O -2.236 2.202 -2.164
19 O -0.301 1.181 -2.691
20 H -2.400 2.991 -1.635

***

(3)
Here is C5H8 in the gas phase from the OMol25 dataset. Energies are from the ωB97M-V functional and the def2-TZVPD basis.

Results
- energy above the lowest of the compared OMol25 structures with the same formula, charge and spin (kcal/mol) = 69.12
- max |F| (eV Å⁻¹) = 2.38
- E_HOMO (eV) = -8.834
- lowest unoccupied orbital energy (eV) = 1.0
- structure (SMILES) = CC#CCC
- total energy (hartree) = -195.18188
- gap between HOMO and LUMO (eV) = 9.88
- total charge = 0

Element x y z (Å)
1 C -1.094 1.016 -1.436
2 C -1.125 0.960 0.020
3 C -0.560 0.416 0.941
4 C 0.391 -0.427 1.629
5 C 0.999 -0.867 0.238
6 H -0.237 0.308 -1.721
7 H -2.008 0.632 -1.898
8 H -0.851 2.008 -1.827
9 H 1.084 0.115 2.298
10 H -0.061 -1.239 2.228
11 H 0.575 -0.452 -0.756
12 H 0.857 -1.932 0.106
13 H 2.030 -0.540 0.178

***

(4)
Here is 10 unconnected molecules or ions with the total composition C36H95N3O13 from the OMol25 dataset. Energies are from the ωB97M-V functional and the def2-TZVPD basis.

Results
- max |F| (eV Å⁻¹) = 3.55
- E_HOMO (alpha / beta) (eV) = 0.861 / -6.580
- lowest unoccupied orbital energy (alpha / beta) (eV) = 2.2 / 2.2
- total energy (hartree) = -2570.70030
- gap between HOMO and LUMO (alpha / beta) (eV) = 1.29 / 8.77
- total charge = -1
- multiplicity = 2

Element x y z (Å)
1 C 5.031 0.538 0.595
2 C 5.413 1.159 1.978
3 O 5.473 2.605 1.906
4 H 3.976 0.742 0.415
5 H 5.197 -0.538 0.561
6 H 5.621 1.051 -0.165
7 H 6.441 0.915 2.245
8 H 4.822 0.809 2.824
9 H 6.098 2.987 2.527
10 C 0.742 2.487 -0.084
11 C 0.582 0.960 -0.325
12 O 0.537 0.643 -1.747
13 H 1.244 2.778 0.839
14 H -0.187 3.054 -0.135
15 H 1.446 2.813 -0.851
16 H -0.287 0.519 0.162
17 H 1.473 0.500 0.102
18 H -0.007 -0.146 -1.800
19 C -2.698 2.319 1.768
20 C -1.800 2.147 2.991
21 O -1.151 0.830 2.792
22 H -3.285 1.462 1.440
23 H -2.078 2.504 0.891
24 H -3.287 3.236 1.808
25 H -2.396 2.080 3.902
26 H -1.086 2.948 3.185
27 H -0.489 0.875 3.486
28 C -1.832 -1.741 7.245
29 O -0.804 -0.937 6.712
30 C -0.262 -1.449 5.489
31 C 1.068 -0.711 5.093
32 N 0.726 0.636 4.732
33 C 1.855 1.344 4.058
34 C 3.095 1.653 4.952
35 O 3.881 0.492 5.026
36 C 4.927 0.609 6.013
37 H -1.649 -2.803 7.403
38 H -2.700 -1.632 6.595
39 H -2.241 -1.260 8.134
40 H -0.952 -1.466 4.646
41 H 0.016 -2.496 5.617
42 H 1.441 -1.312 4.265
43 H 1.791 -0.739 5.909
44 H 0.458 1.107 5.584
45 H 1.399 2.266 3.698
46 H 2.218 0.895 3.133
47 H 2.760 2.110 5.883
48 H 3.717 2.286 4.318
49 H 4.603 1.078 6.942
50 H 5.853 1.118 5.745
51 H 5.252 -0.393 6.293
52 C -0.610 -4.326 -5.215
53 O -1.098 -3.026 -5.070
54 C -0.596 -2.209 -3.982
55 C -1.051 -2.782 -2.604
56 N -0.367 -2.119 -1.474
57 C 1.055 -2.478 -1.278
58 C 1.231 -3.941 -0.756
59 O 1.173 -4.950 -1.700
60 C 2.305 -5.062 -2.571
61 H 0.480 -4.306 -5.227
62 H -0.906 -4.912 -6.085
63 H -0.805 -5.015 -4.393
64 H -0.979 -1.200 -4.135
65 H 0.477 -2.083 -4.130
66 H -0.827 -3.845 -2.520
67 H -2.115 -2.725 -2.376
68 H -0.884 -2.256 -0.617
69 H 1.448 -1.841 -0.485
70 H 1.719 -2.267 -2.117
71 H 0.452 -4.092 -0.009
72 H 2.196 -3.952 -0.249
73 H 3.243 -5.084 -2.018
74 H 2.225 -4.256 -3.300
75 H 2.256 -5.951 -3.201
76 C -4.475 -9.679 -1.966
77 O -5.271 -8.636 -2.432
78 C -5.454 -7.601 -1.507
79 C -4.160 -6.900 -1.070
80 N -4.473 -5.545 -0.613
81 C -3.169 -5.008 -0.191
82 C -3.375 -3.540 0.426
83 O -2.120 -2.902 0.667
84 C -2.120 -1.812 1.519
85 H -4.876 -10.176 -1.082
86 H -3.470 -9.343 -1.711
87 H -4.275 -10.353 -2.799
88 H -5.992 -7.943 -0.623
89 H -6.031 -6.847 -2.045
90 H -3.502 -6.895 -1.939
91 H -3.588 -7.476 -0.342
92 H -4.714 -4.945 -1.388
93 H -2.471 -4.953 -1.027
94 H -2.683 -5.493 0.655
95 H -3.889 -3.683 1.377
96 H -3.918 -2.937 -0.301
97 H -2.397 -2.018 2.553
98 H -2.699 -1.018 1.047
99 H -1.091 -1.453 1.519
100 C 1.737 7.682 2.623
101 C 1.310 6.230 2.998
102 C 2.439 5.178 3.028
103 O 0.678 6.212 4.217
104 H 2.455 8.095 3.331
105 H 0.874 8.348 2.617
106 H 2.116 7.673 1.601
107 H 0.584 5.932 2.242
108 H 3.078 5.424 3.876
109 H 3.136 5.116 2.193
110 H 2.116 4.138 3.084
111 H -0.177 6.625 4.077
112 C 2.274 6.195 -1.156
113 C 1.550 5.487 -2.367
114 C 0.025 5.578 -2.254
115 O 1.950 6.134 -3.588
116 H 3.327 5.979 -1.337
117 H 1.968 5.906 -0.151
118 H 2.078 7.266 -1.194
119 H 1.908 4.461 -2.453
120 H -0.397 5.151 -1.344
121 H -0.505 5.044 -3.043
122 H -0.320 6.611 -2.253
123 H 1.514 6.988 -3.544
124 C -3.167 1.289 -4.096
125 C -4.117 0.855 -2.972
126 C -3.277 0.459 -1.717
127 O -4.818 1.977 -2.670
128 H -2.619 0.448 -4.521
129 H -2.362 1.970 -3.818
130 H -3.746 1.752 -4.895
131 H -4.859 0.118 -3.279
132 H -3.931 0.242 -0.873
133 H -2.560 1.222 -1.415
134 H -2.758 -0.462 -1.985
135 H -5.517 2.113 -3.313
136 C 0.937 2.888 -4.921
137 C 1.313 1.429 -5.110
138 C 2.203 1.148 -6.321
139 O 2.106 1.070 -4.018
140 H 1.659 3.551 -5.399
141 H 0.732 3.248 -3.913
142 H 0.053 3.007 -5.547
143 H 0.481 0.727 -5.169
144 H 2.409 0.097 -6.522
145 H 3.149 1.689 -6.310
146 H 1.659 1.540 -7.181
147 H 1.534 1.072 -3.247

***

(5)
Here is 2 unconnected molecules or ions with the total composition C5H4BrNO3 from the OMol25 dataset. Energies are from the ωB97M-V functional and the def2-TZVPD basis.

Results
- energy above the lowest of the compared OMol25 structures with the same formula, charge and spin (kcal/mol) = 47.00
- max |F| (eV Å⁻¹) = 3.68
- E_HOMO (alpha / beta) (eV) = -10.361 / -8.274
- lowest unoccupied orbital energy (alpha / beta) (eV) = -1.9 / -3.7
- total energy (hartree) = -3047.19692
- gap between HOMO and LUMO (alpha / beta) (eV) = 8.41 / 4.58
- total charge = 0

Element x y z (Å)
1 C -0.553 1.799 0.692
2 C -0.284 0.421 0.930
3 C 0.024 2.128 -0.530
4 C 0.422 0.011 -0.234
5 C 0.925 -1.240 -0.569
6 N 0.731 -2.452 0.086
7 O 1.046 -3.425 -0.575
8 O 0.459 -2.444 1.259
9 O 0.769 1.132 -0.922
10 Br -3.545 0.247 -0.492
11 H -1.050 2.556 1.228
12 H -0.512 -0.374 1.667
13 H -0.064 3.017 -1.114
14 H 1.632 -1.375 -1.426

***

(6)
Here is 10 unconnected molecules or ions with the total composition H20O10 from the OMol25 dataset. Energies are from the ωB97M-V functional and the def2-TZVPD basis.

Results
- energy above the lowest of the compared OMol25 structures with the same formula, charge and spin (kcal/mol) = 72.05
- max |F| (eV Å⁻¹) = 2.40
- E_HOMO (eV) = -10.074
- lowest unoccupied orbital energy (eV) = -0.1
- structure (SMILES) = O.O.O.O.O.O.O.O.O.O
- total energy (hartree) = -764.36711
- gap between HOMO and LUMO (eV) = 10.01
- total charge = 0

Element x y z (Å)
1 O -0.009 -0.779 -2.376
2 H -0.318 -1.682 -2.137
3 H -0.779 -0.212 -2.291
4 O 2.629 1.149 -2.095
5 H 2.636 1.338 -3.045
6 H 1.762 0.854 -1.940
7 O 0.398 0.113 0.206
8 H -0.061 -0.617 0.553
9 H 0.161 0.129 -0.757
10 O -0.244 2.145 -2.372
11 H -0.368 1.865 -3.270
12 H -0.101 3.070 -2.493
13 O -1.711 -1.800 0.963
14 H -1.231 -2.420 1.557
15 H -1.968 -0.995 1.447
16 O -2.214 0.405 -1.744
17 H -1.722 1.225 -1.942
18 H -2.381 0.550 -0.773
19 O 0.720 -1.775 3.899
20 H 0.108 -2.461 3.729
21 H 0.350 -1.024 3.433
22 O -0.997 2.968 0.326
23 H -1.331 3.440 1.112
24 H -0.776 2.097 0.578
25 O -0.180 -3.671 2.225
26 H 0.107 -4.453 2.676
27 H 0.527 -3.266 1.715
28 O 2.553 1.237 1.282
29 H 2.693 1.763 0.518
30 H 1.746 0.808 1.017

***

(7)
Here is 3 unconnected molecules or ions with the total composition H6O2S2 from the OMol25 dataset. Energies are from the ωB97M-V functional and the def2-TZVPD basis.

Results
- energy above the lowest of the compared OMol25 structures with the same formula, charge and spin (kcal/mol) = 21.99
- max |F| (eV Å⁻¹) = 2.23
- E_HOMO (eV) = -8.938
- lowest unoccupied orbital energy (eV) = -0.2
- structure (SMILES) = SS.O.O
- total energy (hartree) = -950.40483
- gap between HOMO and LUMO (eV) = 8.74
- total charge = 0

Element x y z (Å)
1 S -0.972 2.371 2.589
2 S -2.748 3.391 1.994
3 H -1.617 1.272 2.120
4 H -3.236 2.651 0.954
5 O 2.850 -2.179 -2.207
6 H 2.397 -1.386 -1.944
7 H 3.747 -2.137 -1.830
8 O -0.424 -1.656 -0.629
9 H -0.230 -1.135 0.123
10 H 0.231 -1.193 -1.170

***

(8)
Here is 2 unconnected molecules or ions with the total composition C3H3Cl2N from the OMol25 dataset. Energies are from the ωB97M-V functional and the def2-TZVPD basis.

Results
- energy above the lowest of the compared OMol25 structures with the same formula, charge and spin (kcal/mol) = 37.58
- max |F| (eV Å⁻¹) = 3.03
- E_HOMO (eV) = -9.515
- lowest unoccupied orbital energy (eV) = 0.7
- structure (SMILES) = C=C(Cl)Cl.C#N
- total energy (hartree) = -1091.18304
- gap between HOMO and LUMO (eV) = 10.24
- total charge = 0

Element x y z (Å)
1 C -0.126 -0.306 -1.477
2 C -0.200 0.854 -0.852
3 Cl -1.342 1.097 0.381
4 Cl 0.478 2.322 -1.397
5 H 0.673 -0.505 -2.066
6 H -0.766 -1.046 -1.113
7 C 0.338 -0.812 2.162
8 N 0.834 -1.234 1.238
9 H 0.111 -0.369 3.124